# 1
Density functional theory data (ωB97M-V/def2-TZVPD) for a molecular structure, C6H16N2O2Ta.

```
27
Properties=species:S:1:pos:R:3:forces:R:3
C 3.573152 1.417238 0.204438 -0.21 0.05 0.17
N 2.510388 1.968100 -0.619460 0.32 -0.22 -0.66
C 1.406503 1.009260 -0.822082 -0.25 0.47 1.02
Ta -0.397414 1.014448 0.618275 0.49 -0.93 -1.56
N -1.213553 -0.767250 -0.272823 -0.27 0.27 0.93
C -0.954347 -2.000422 0.377936 -0.14 -0.17 0.18
C 0.383357 -2.611986 0.043914 0.09 -0.09 0.16
O -1.757535 -2.545121 1.117041 0.33 0.15 -0.65
C -2.535900 -0.764564 -0.835912 -0.09 -0.25 -0.60
C -3.665696 -0.183685 -0.040202 -0.35 0.00 -0.15
O -2.715731 -1.265646 -1.925092 0.09 0.18 0.40
H 3.285617 1.467287 1.262056 0.05 -0.02 -0.13
H 4.492395 1.989987 0.051995 -0.07 0.03 0.13
H 3.790466 0.358042 -0.026871 0.01 0.05 0.01
H 2.913271 2.180351 -1.527260 0.03 -0.02 0.07
H 0.960866 1.168937 -1.815368 -0.08 0.05 0.13
H 1.787170 -0.030622 -0.821856 0.00 -0.01 -0.16
H -1.411201 2.151689 -0.456772 -0.15 0.14 0.23
H -1.698039 1.244569 1.920892 0.32 0.24 0.18
H 0.624743 0.107250 1.891109 -0.18 0.14 0.20
H 0.325162 2.541131 1.337144 -0.15 -0.27 -0.07
H 0.462730 -2.740054 -1.039357 -0.04 0.07 0.11
H 0.479813 -3.576079 0.545358 0.00 0.11 -0.02
H 1.190040 -1.948137 0.366723 -0.08 -0.01 -0.04
H -3.423767 0.807505 0.347370 0.06 -0.12 0.04
H -3.863611 -0.854664 0.803448 0.16 0.15 -0.04
H -4.548879 -0.137564 -0.684646 0.12 0.01 0.13
```
Forces are in eV/Å.

Output
2S+1 = 1
Total charge = -1
E_HOMO = -4.3 eV

Mulliken population analysis, charges in e, atoms 1 to 5: number 1, C, carries -0.80; number 2, N, carries -0.30; number 3, C, carries -0.97; number 4, Ta, carries 0.77; number 5, N, carries -0.29


# 2
Density functional theory data (ωB97M-V/def2-TZVPD) for a gas-phase ion, C6H16N4 (charge +2).

```
26
Properties=species:S:1:pos:R:3:forces:R:3
C -1.194904 1.780452 0.528060 -0.56 -1.78 -2.87
C -0.067169 1.937004 -0.583373 -1.88 -1.59 0.12
C -1.928639 0.324344 0.282999 -2.01 3.47 -1.84
C 1.774555 0.586070 0.603509 1.61 1.15 1.51
C 0.959127 0.776329 -0.657987 1.97 2.23 0.48
C 0.463352 -0.569112 -0.837903 -1.33 -3.20 1.65
N 1.380487 -1.559232 -0.330516 -1.97 3.15 1.98
N -1.075764 -0.793145 0.410689 3.81 -0.31 -2.56
N 2.162608 -0.899321 0.697766 -0.66 -0.18 -0.22
N -1.705784 -2.067069 -0.010194 2.90 -0.23 0.61
H -0.690359 1.798285 1.472151 -0.31 0.30 0.82
H -1.982475 2.609659 0.356679 1.35 -1.47 0.66
H -0.466225 1.861883 -1.609102 -0.43 0.73 0.46
H 0.311770 2.914393 -0.401127 1.09 0.56 -0.30
H -2.766665 0.251322 0.972458 -0.05 -0.14 0.37
H -2.462865 0.480775 -0.767196 1.15 -0.68 1.66
H 2.728928 1.188838 0.684770 -1.18 -0.63 -0.22
H 1.173824 0.775310 1.502470 0.23 -0.02 -0.27
H 1.690116 1.057005 -1.487128 -0.97 -0.67 0.67
H 0.323295 -0.924490 -1.820395 -1.58 0.00 -1.34
H 1.811215 -2.206365 -0.900276 1.52 -1.36 -1.48
H 3.191162 -1.052111 0.593479 -0.91 -0.11 0.36
H 1.737873 -1.227989 1.583216 1.15 -0.12 -0.19
H -0.811837 -2.731134 -0.269709 -2.96 1.44 1.45
H -2.269913 -2.010243 -0.846458 -0.63 0.20 -0.48
H -2.285725 -2.301451 0.833112 0.65 -0.76 -1.04
```
Forces are in eV/Å.

Output
2S+1 = 1
Total charge = +2
E_HOMO = -17.4 eV

Mulliken population analysis, charges in e, atoms 1 to 5: number 1, C, carries -0.67; number 2, C, carries -0.99; number 3, C, carries -0.65; number 4, C, carries -1.00; number 5, C, carries 0.35


# 3
Density functional theory data (ωB97M-V/def2-TZVPD) for 2 unconnected molecules or ions with the total composition C6H16N4.

```
26
Properties=species:S:1:pos:R:3:forces:R:3
C -3.312588 1.005904 -0.268032 1.33 -1.11 -2.86
C -3.696507 0.342446 0.892351 -1.20 2.39 4.25
C 2.363559 -0.955379 0.318599 1.22 3.30 -0.88
C -0.038226 -1.536087 0.861077 2.61 1.16 0.11
C 0.696575 -0.997357 -1.509159 -1.98 -1.53 0.61
C 0.867447 -0.664252 -0.071546 1.12 0.50 1.37
N 1.139674 1.840178 0.221968 -2.02 1.88 0.33
N 2.376645 2.010600 -0.059008 3.73 0.04 -0.78
N -2.817309 1.149953 -1.297484 -0.75 0.68 -0.28
N 0.397128 0.867003 0.235284 -0.09 -1.88 -0.47
H -3.681139 1.080256 1.817134 -0.07 -1.29 -1.79
H -3.027619 -0.432889 1.138922 1.22 -0.92 -0.06
H -4.677800 -0.103292 0.906959 -0.63 0.14 -0.57
H 2.433848 -1.985904 0.522576 0.27 -1.20 0.22
H 3.264073 -0.697232 -0.521496 -2.67 -0.61 2.13
H 2.539795 -0.367067 1.267264 0.35 -0.91 -0.85
H 0.591012 -1.998123 1.626209 -0.32 0.68 0.53
H -0.393111 -2.383986 0.392762 -1.00 -1.56 -1.65
H -0.831656 -0.953777 1.226072 -0.96 0.58 0.85
H -0.363117 -1.095990 -1.789988 0.25 -0.07 0.07
H 1.121655 -0.310185 -2.144131 1.31 1.50 -1.57
H 1.171812 -1.983098 -1.614922 -0.20 0.30 -0.31
H 2.907046 1.191910 -0.366200 -0.08 0.42 0.30
H 2.875322 2.906625 0.167929 -1.03 -1.24 -0.27
H -2.629398 1.264938 -2.315442 -0.18 0.10 1.25
H 0.722880 2.804795 0.362309 -0.22 -1.35 0.31
```
Forces are in eV/Å.

Output
2S+1 = 1
Total charge = +2
E_HOMO = -18.3 eV

Mulliken population analysis, charges in e, atoms 1 to 5: number 1, C, carries 0.43; number 2, C, carries -0.68; number 3, C, carries -2.00; number 4, C, carries -1.68; number 5, C, carries -1.54


# 4
Density functional theory data (ωB97M-V/def2-TZVPD) for 4 unconnected molecules or ions with the total composition C6H16N4O6.

```
32
Properties=species:S:1:pos:R:3:forces:R:3
C 1.511547 1.950383 -1.989416 -0.05 -1.76 0.22
N 0.809905 2.026315 -0.688816 0.39 2.23 -1.65
O 0.601755 1.034668 -0.060191 -0.44 -0.56 0.70
O 0.522902 3.178618 -0.400987 -0.45 -0.38 1.05
H 2.498447 1.631421 -1.768948 0.95 -0.33 0.25
H 1.542785 2.861601 -2.510301 -0.42 1.20 -0.27
H 1.048476 1.156187 -2.544957 -0.31 -0.27 -0.32
C 2.186948 -1.022899 1.393932 0.10 -0.81 0.70
N 2.547092 -1.148899 -0.012036 2.09 3.51 -0.76
O 3.100614 -0.126630 -0.463781 -0.42 -1.11 0.34
O 2.384170 -2.119915 -0.675530 -0.83 -1.76 -0.28
H 2.924138 -0.347842 1.866990 -0.95 -0.19 -0.34
H 2.244637 -2.009285 1.811714 0.26 -0.56 0.29
H 1.130567 -0.788482 1.440060 -0.08 0.75 0.15
C -2.712473 0.740063 1.178548 -0.24 0.56 -0.06
C -1.589706 0.701566 2.165451 0.20 0.06 -1.05
N -1.340826 1.894882 2.751791 1.16 0.41 1.13
O -0.929870 -0.302032 2.358274 0.45 -0.12 0.30
H -2.836501 1.766842 0.808746 -0.33 -0.31 0.24
H -3.547940 0.398263 1.774796 -0.76 0.04 -0.26
H -2.588752 0.113724 0.295873 0.23 -0.10 0.32
H -0.492698 2.001422 3.305646 -0.48 -0.37 -0.12
H -2.018477 2.618130 2.903973 -0.23 -0.06 -0.53
C -1.190620 -2.168599 -0.497716 -1.59 1.13 0.93
C -1.039758 -1.247947 -1.667876 0.32 0.36 -1.12
N -0.117294 -1.726957 -2.543266 0.15 -0.35 -0.27
O -1.592421 -0.192831 -1.909551 -0.71 0.12 0.56
H -2.049888 -2.849918 -0.577460 0.16 0.29 -0.33
H -1.358912 -1.576106 0.439616 0.62 -0.70 -0.71
H -0.309399 -2.747219 -0.536091 0.91 -0.84 0.90
H 0.138599 -1.280931 -3.394488 -0.26 0.68 -0.31
H 0.522949 -2.417578 -2.254002 0.55 -0.77 0.30
```
Forces are in eV/Å.

Output
2S+1 = 1
Total charge = 0
E_HOMO = -9.7 eV

Mulliken population analysis, charges in e, atoms 1 to 5: number 1, C, carries -0.88; number 2, N, carries 0.86; number 3, O, carries -0.32; number 4, O, carries -0.59; number 5, H, carries 0.34


# 5
Density functional theory data (ωB97M-V/def2-TZVPD) for 2 unconnected molecules or ions with the total composition C6H16NO.

```
24
Properties=species:S:1:pos:R:3:forces:R:3
C 1.419459 1.727333 -1.834450 -4.53 1.27 2.22
C 1.166309 0.793527 -0.574976 -0.22 1.96 0.45
C 0.013292 1.257213 0.331013 -2.39 4.10 -2.04
C -1.480965 0.781967 0.228230 0.04 1.71 0.78
C -2.686167 -1.242752 1.069550 -1.13 1.08 -0.76
C -1.620195 -0.535183 0.678473 0.45 -6.99 2.93
N 0.862183 -0.607094 -0.815369 2.18 -2.33 -1.83
H 0.484441 2.283761 -2.291614 1.15 -1.55 1.26
H 2.013246 2.576223 -1.628888 1.22 0.39 0.58
H 1.739404 1.160545 -2.586429 1.98 -2.09 -3.20
H 2.096396 0.727229 0.002716 -0.15 0.48 -0.11
H 0.237958 1.484309 1.348956 0.45 -0.49 0.72
H -0.276051 2.273308 -0.089575 1.27 -0.47 0.75
H -2.108736 0.973380 -0.633973 0.57 0.39 -0.82
H -2.079089 1.283433 1.047019 1.11 0.48 -0.97
H -3.664638 -0.965633 0.710100 -0.43 0.58 0.16
H -2.787809 -2.003169 1.828126 0.93 -0.68 -0.45
H -0.728128 -1.188959 0.972849 -0.54 1.60 0.00
H 1.055326 -1.127959 0.059143 0.19 -0.27 -0.26
H 1.491997 -1.077857 -1.556505 -1.42 0.86 1.20
H -0.114813 -0.766399 -0.986646 -0.62 -0.22 -0.71
H 1.017656 -2.370057 1.879130 -0.62 -0.30 -0.47
H 2.379113 -2.752048 1.703064 -0.13 -0.30 -1.20
O 1.569814 -2.685118 1.140057 0.64 0.79 1.75
```
Forces are in eV/Å.

Output
2S+1 = 1
Total charge = +1
E_HOMO = -12.8 eV

Mulliken population analysis, charges in e, atoms 1 to 5: number 1, C, carries -1.43; number 2, C, carries 0.34; number 3, C, carries -0.57; number 4, C, carries -0.66; number 5, C, carries -0.91


# 6
Density functional theory data (ωB97M-V/def2-TZVPD) for 2 unconnected molecules or ions with the total composition C6H16NO.

```
24
Properties=species:S:1:pos:R:3:forces:R:3
C 1.909393 1.848796 -0.766609 -0.12 -0.41 -0.47
C 1.928398 0.434501 -0.274346 0.02 -0.18 0.23
C 1.730369 -0.642888 -1.032283 0.03 0.01 -0.26
C 1.804631 -2.055459 -0.533687 0.46 0.20 0.26
H 1.830876 1.837163 -1.855807 0.05 0.12 0.04
H 1.033359 2.374649 -0.394717 0.03 0.25 0.20
H 2.809491 2.393259 -0.494265 -0.02 0.06 0.14
H 2.170261 0.253810 0.775219 -0.01 0.17 0.06
H 1.600553 -0.492442 -2.100731 -0.17 -0.07 -0.02
H 2.109134 -2.042291 0.516093 -0.21 -0.18 0.08
H 0.894230 -2.644130 -0.673201 -0.09 0.05 -0.05
H 2.584471 -2.612720 -1.048756 0.02 -0.02 -0.17
C -2.314090 1.051765 0.882447 0.31 0.21 -0.29
O -3.543638 1.546317 0.441484 -0.03 -0.18 -0.04
C -2.085926 -0.370344 0.373665 -0.25 0.15 0.11
N -0.801763 -0.899287 0.937130 0.10 0.23 -0.11
H -2.338071 1.047739 1.966601 -0.11 0.00 0.29
H -1.482463 1.709723 0.590461 0.01 -0.11 -0.06
H -3.498365 1.723597 -0.504711 -0.08 0.12 0.02
H -2.905524 -0.995962 0.721832 0.08 -0.15 -0.11
H -2.021618 -0.410280 -0.711641 0.05 -0.04 0.00
H -0.864414 -0.954456 1.953186 0.14 -0.06 0.05
H -0.007253 -0.287817 0.667580 -0.04 -0.05 0.02
H -0.542035 -1.813237 0.565049 -0.17 -0.12 0.09
```
Forces are in eV/Å.

Output
2S+1 = 1
Total charge = +1
E_HOMO = -13.4 eV

Mulliken population analysis, charges in e, atoms 1 to 5: number 1, C, carries -1.09; number 2, C, carries -0.20; number 3, C, carries 0.03; number 4, C, carries -1.33; number 5, H, carries 0.33


# 7
Density functional theory data (ωB97M-V/def2-TZVPD) for 2 unconnected molecules or ions with the total composition C6H16NO.

```
24
Properties=species:S:1:pos:R:3:forces:R:3
C 1.647736 -0.578586 -0.464313 1.52 2.30 -0.72
C 0.513415 -1.432788 -0.029089 -1.70 0.00 -2.31
C -0.647008 -0.689547 0.563521 -2.44 0.31 -3.14
C -1.705155 -0.250796 -0.160520 2.53 -2.45 -1.19
C -1.846962 -0.640168 -1.574473 0.57 0.80 -4.75
C -0.772488 -0.694622 1.966427 -1.79 2.66 4.33
N 2.505246 0.056329 0.786485 0.64 -1.93 -0.54
H 1.378211 0.354247 -1.066337 -0.45 -1.12 1.21
H 2.340916 -1.015518 -1.198334 0.20 -0.48 0.95
H 0.174902 -1.883182 -1.025214 0.34 0.41 1.27
H 0.684764 -2.270332 0.601354 1.05 -0.76 0.54
H -2.471160 0.220439 0.313989 -2.10 1.20 1.37
H -1.877837 -1.682719 -1.862620 1.20 -1.11 1.15
H -2.774184 -0.589479 -2.269074 0.80 1.82 1.80
H -0.951396 -0.198593 -2.223504 -1.96 -0.78 1.11
H 0.065626 -0.157620 2.354655 1.02 0.39 1.08
H -0.749868 -1.668249 2.431110 -0.19 -0.44 0.07
H -1.693893 -0.036718 2.461552 2.14 -1.96 -1.63
H 1.951153 -0.226719 1.670412 1.28 0.95 -1.54
H 3.530307 -0.446988 0.815237 -3.16 2.04 0.07
H 2.510262 1.107055 0.606792 0.43 -1.74 0.83
H -0.328580 4.065130 -1.426030 -0.37 1.70 -1.02
H -0.809524 3.339691 -0.182957 -0.51 0.21 0.39
O -0.206706 3.301787 -0.914467 0.95 -2.02 0.67
```
Forces are in eV/Å.

Output
2S+1 = 1
Total charge = +1
E_HOMO = -12.3 eV

Mulliken population analysis, charges in e, atoms 1 to 5: number 1, C, carries -0.44; number 2, C, carries -1.03; number 3, C, carries 1.14; number 4, C, carries -0.60; number 5, C, carries -1.28


# 8
Density functional theory data (ωB97M-V/def2-TZVPD) for a molecular structure, C6H16NO5Tl.

```
29
Properties=species:S:1:pos:R:3:forces:R:3
Tl -0.299152 2.029313 -1.301881 0.00 -0.06 0.21
C 3.505748 7.025623 1.716439 0.10 1.17 0.82
C 2.478618 5.946653 1.649479 1.83 -0.92 -1.34
O 2.863208 4.782103 1.995869 -1.03 0.46 0.09
O 1.399098 6.104323 1.058659 -0.60 -0.28 0.38
H 3.407028 7.801663 0.957409 -0.25 -0.29 -0.28
H 4.534438 6.665293 1.723909 -0.19 -0.33 -0.06
H 3.363108 7.566553 2.651939 0.04 0.00 0.24
O 3.946198 0.538173 -1.751751 0.09 0.34 0.03
H 4.796578 1.019063 -1.740161 -0.39 -0.22 0.02
O -4.552382 3.197353 -0.780291 0.36 -0.41 0.30
H -4.704322 2.588933 -0.031121 -0.02 0.31 -0.31
C 0.374508 -4.627437 -0.021781 -0.53 -0.61 -0.37
C -0.349192 -3.360467 -0.465031 1.94 0.26 2.01
C -1.820492 -3.366977 -0.385451 0.09 -0.21 -0.13
O -2.302892 -2.101087 -0.764671 -0.04 -0.04 -0.27
C -3.648682 -2.233037 -1.110761 -0.82 0.47 -0.54
N 0.190698 -2.326307 0.432099 0.52 1.41 -0.82
H 0.058928 -5.447397 -0.666891 0.52 -0.44 0.16
H 0.228158 -4.885707 1.027019 -0.91 -0.02 0.06
H 1.451188 -4.465167 0.028499 0.09 -0.06 -0.96
H -0.053822 -3.102717 -1.482101 -0.01 0.05 -0.06
H -2.159882 -3.601607 0.623449 -0.15 -0.28 0.13
H -2.113232 -4.131607 -1.104991 -0.70 -0.21 0.05
H -4.027942 -1.341207 -1.609661 0.36 0.26 0.06
H -4.298392 -2.376887 -0.247471 0.02 -0.33 0.21
H -3.770012 -3.042407 -1.830691 -0.21 -0.26 0.05
H 0.380968 -2.659167 1.366499 -0.45 -0.37 0.19
H 1.121918 -2.195857 0.063429 0.35 0.59 0.12
```
Forces are in eV/Å.

Output
2S+1 = 1
Total charge = 0
E_HOMO = -8.0 eV

Mulliken population analysis, charges in e, atoms 1 to 5: number 1, Tl, carries 0.96; number 2, C, carries -0.83; number 3, C, carries 0.75; number 4, O, carries -0.51; number 5, O, carries -0.54


# 9
Density functional theory data (ωB97M-V/def2-TZVPD) for 2 unconnected molecules or ions with the total composition C6H16NS.

```
24
Properties=species:S:1:pos:R:3:forces:R:3
C 1.627454 -2.093432 -0.386577 0.09 -0.01 0.20
C 1.669557 -2.004876 1.144309 -0.02 -0.09 -0.11
C 0.402492 -2.570150 1.772346 -0.09 -0.02 0.04
N 2.521991 -1.177907 -1.086846 0.04 0.07 -0.08
H 0.616143 -1.842834 -0.707162 -0.01 -0.05 -0.04
H 1.849930 -3.123401 -0.688994 -0.05 -0.03 -0.09
H 1.769215 -0.953222 1.414064 -0.04 0.05 0.03
H 2.554624 -2.533397 1.521980 0.03 0.02 -0.01
H 0.192826 -3.588456 1.428717 0.09 -0.03 0.00
H -0.448687 -1.950278 1.486369 0.00 0.05 0.01
H 0.457448 -2.589415 2.863667 0.01 0.00 -0.01
H 3.457020 -1.230622 -0.696640 -0.02 0.01 0.06
H 2.164476 -0.236247 -0.902207 0.00 -0.12 -0.01
C -2.999730 2.192002 -0.533378 0.08 0.13 0.00
C -1.697528 2.989001 -0.527444 -0.13 -0.12 -0.02
C -0.489442 2.163312 -0.967269 0.08 -0.14 0.15
S -0.085347 0.786963 0.171207 -0.01 0.22 -0.06
H -3.253265 1.866175 -1.546622 0.02 -0.04 0.00
H -3.835517 2.789346 -0.155234 0.00 -0.04 0.01
H -2.868874 1.310049 0.093021 -0.06 -0.04 -0.02
H -1.807437 3.871842 -1.172565 0.03 0.03 0.00
H -1.507557 3.337911 0.491354 0.02 0.07 -0.01
H 0.373648 2.830493 -1.045973 0.01 0.02 -0.01
H -0.663439 1.757141 -1.970124 -0.08 0.06 -0.04
```
Forces are in eV/Å.

Output
2S+1 = 1
Total charge = -1
E_HOMO = -2.6 eV

Mulliken population analysis, charges in e, atoms 1 to 5: number 1, C, carries -0.71; number 2, C, carries -0.27; number 3, C, carries -1.13; number 4, N, carries -0.71; number 5, H, carries 0.34


Per-record calculated total energy, Ha: -555.08471, -456.45981, -456.44865, -908.52067, -367.85494, -367.92685, -367.85028, -841.18715, -691.17915
Per-record HOMO-LUMO gap, eV: 7.402, 10.330, 10.734, 10.021, 9.720, 10.089, 8.566, 1.757, 6.690